(1)
62
Properties=species:S:1:pos:R:3:mulliken_charge:R:1 method="wB97M-V/def2-TZVPD" gap_ev=5.41 de_lowest_ev=0.0000 lumo_energy_ha=-0.045 fmax_ev_per_a=0.60 e_tot_ev=-176038.472 homo_energy_ha=-0.2433
Cs 0.10 0.16 -0.18 1.116
F 6.48 0.09 3.61 -0.314
C 5.15 0.04 3.47 0.703
C 4.58 0.05 2.21 -0.147
F 5.35 0.09 1.11 -0.309
C 3.21 0.00 2.09 -0.029
F 2.71 -0.01 0.82 -0.421
C 2.32 -0.05 3.17 0.373
S 0.59 -0.13 3.01 -0.620
C 2.95 -0.05 4.42 0.341
F 2.21 -0.10 5.54 -0.341
C 4.32 0.00 4.57 0.061
F 4.87 -0.01 5.80 -0.300
Cl 4.40 8.36 -1.00 -0.224
C 2.83 7.98 -0.36 0.145
C 2.06 7.02 -0.99 -1.281
C 0.80 6.75 -0.49 0.271
C 0.29 7.42 0.61 0.067
C -1.12 7.12 1.11 -0.791
C -1.12 5.93 2.06 -1.324
N -0.45 4.77 1.51 0.431
C 0.76 4.27 1.92 -0.247
C 1.06 3.26 1.05 -0.614
N 0.07 3.14 0.11 -0.530
C -0.82 4.06 0.41 -0.460
O -2.03 6.82 0.06 -0.216
C -2.50 7.98 -0.65 -1.284
C -1.56 8.52 -1.68 0.407
C -1.24 7.89 -2.85 0.776
Cl -1.86 6.38 -3.39 -0.195
S -0.08 8.74 -3.77 -0.195
C 0.05 9.95 -2.57 -0.496
C -0.81 9.72 -1.54 -0.707
C 1.11 8.35 1.23 0.651
Cl 0.56 9.21 2.65 -0.231
C 2.38 8.65 0.75 -0.631
H 2.44 6.49 -1.86 0.458
H 0.19 6.00 -0.98 0.838
H -1.50 7.97 1.67 0.960
H -2.16 5.69 2.30 0.347
H -0.61 6.21 2.98 0.382
H 1.27 4.65 2.79 0.437
H 1.92 2.61 1.08 0.462
H -1.72 4.29 -0.13 0.538
H -2.72 8.77 0.08 0.361
H -3.44 7.67 -1.10 0.466
H 0.73 10.78 -2.70 0.469
H -0.89 10.38 -0.68 0.399
H 2.99 9.40 1.25 0.478
Se -3.92 1.43 -0.65 0.263
N -3.01 -0.03 -0.12 -0.351
C -3.90 -0.93 0.22 0.680
C -3.58 -2.23 0.73 -0.638
C -4.60 -3.06 1.05 -0.526
C -5.98 -2.68 0.88 -0.464
C -6.33 -1.47 0.42 -0.625
C -5.29 -0.54 0.08 0.838
N -5.51 0.67 -0.38 -0.730
H -2.55 -2.50 0.87 0.356
H -4.38 -4.05 1.44 0.373
H -6.74 -3.40 1.15 0.374
H -7.36 -1.15 0.30 0.418

(2)
15
Properties=species:S:1:pos:R:3:mulliken_charge:R:1 method="wB97M-V/def2-TZVPD" gap_ev=9.99 de_lowest_ev=2.0966 lumo_energy_ha=0.009 fmax_ev_per_a=4.28 e_tot_ev=-9407.736 homo_energy_ha=-0.3582
O -0.94 1.84 1.47 -0.505
C 0.01 1.39 0.81 -0.165
C 0.80 0.15 1.24 -0.344
C 0.86 -0.72 -0.06 -0.918
C -0.50 -1.16 -0.66 -0.310
C -1.16 0.16 -1.11 -0.130
O -2.29 0.63 -0.96 -0.502
H 0.30 1.88 -0.12 0.459
H 0.21 -0.53 1.81 0.273
H 1.74 0.50 1.54 0.394
H 1.50 -1.64 0.05 0.313
H 1.39 -0.11 -0.85 0.390
H -1.22 -1.56 0.02 0.296
H -0.28 -1.68 -1.60 0.346
H -0.41 0.85 -1.57 0.402

(3)
83
Properties=species:S:1:pos:R:3:lowdin_spin:R:1 method="wB97M-V/def2-TZVPD" spin_multiplicity=2 gap_ev="6.18 / 3.62" de_lowest_ev=0.2729 lumo_energy_ha="0.080 / -0.014" fmax_ev_per_a=1.00 e_tot_ev=-71817.629 homo_energy_ha="-0.1471 / -0.1471" charge=-1
K -0.14 -0.51 -0.23 0.000
O -2.89 2.22 0.72 0.320
C -2.33 3.30 0.45 0.065
C -2.96 4.25 -0.45 0.150
C -2.39 5.45 -0.71 -0.005
C -1.16 5.79 -0.11 0.222
C -0.50 4.90 0.74 -0.019
C -1.04 3.67 1.02 0.170
C -0.32 2.71 1.88 -0.005
N 0.94 2.80 1.97 0.071
C 1.66 1.97 2.93 0.008
C 1.19 0.54 3.19 0.001
N 1.48 -0.37 2.09 0.001
C 2.47 -1.15 2.28 0.000
C 2.91 -2.25 1.44 0.000
C 4.21 -2.73 1.63 0.000
C 4.71 -3.81 0.94 0.000
C 3.85 -4.47 0.04 0.000
C 2.56 -4.06 -0.15 0.000
C 2.02 -2.91 0.52 0.000
O 0.83 -2.53 0.33 0.000
H -3.90 3.94 -0.90 0.006
H -2.87 6.16 -1.38 -0.005
H -0.71 6.76 -0.31 0.013
H 0.45 5.15 1.17 -0.004
H -0.91 1.95 2.40 -0.001
H 1.63 2.52 3.88 0.005
H 2.71 1.95 2.61 0.000
H 0.12 0.51 3.39 0.000
H 1.70 0.22 4.11 0.000
H 3.07 -1.02 3.19 0.000
H 4.84 -2.22 2.36 0.000
H 5.73 -4.15 1.09 0.000
H 4.22 -5.33 -0.50 0.000
H 1.90 -4.57 -0.83 0.000
C -3.13 -3.10 1.17 0.000
C -3.06 -2.94 -0.31 0.000
C -3.63 -3.77 -1.29 0.000
C -3.22 -3.23 -2.48 0.000
N -2.45 -2.15 -2.22 0.000
N -2.35 -1.97 -0.88 0.000
B -1.59 -1.40 -3.30 0.000
N -1.58 0.16 -3.21 0.000
C -1.81 1.01 -4.25 0.000
C -1.26 2.23 -3.96 0.000
C -0.65 2.04 -2.70 0.001
C 0.25 2.97 -1.97 0.004
N -0.85 0.81 -2.27 0.000
N -0.15 -1.93 -3.26 0.000
C 0.28 -3.16 -3.60 0.000
C 1.64 -3.22 -3.39 0.000
C 1.97 -1.95 -2.87 0.000
C 3.30 -1.45 -2.41 0.000
N 0.90 -1.18 -2.79 0.000
N -2.30 -1.72 -4.64 0.000
C -3.59 -1.43 -4.92 0.000
C -3.88 -1.92 -6.17 0.000
C -2.68 -2.52 -6.59 0.000
C -2.38 -3.22 -7.88 0.000
N -1.74 -2.40 -5.66 0.000
H -3.65 -4.02 1.43 0.000
H -2.12 -3.16 1.59 0.000
H -3.66 -2.27 1.65 0.000
H -4.25 -4.64 -1.14 0.000
H -3.40 -3.56 -3.49 0.000
H -2.34 0.68 -5.13 0.000
H -1.27 3.11 -4.57 0.000
H -0.08 4.01 -2.04 0.001
H 0.34 2.71 -0.92 0.002
H 1.26 2.92 -2.39 0.000
H -0.40 -3.88 -4.01 0.000
H 2.29 -4.06 -3.55 0.000
H 4.10 -2.08 -2.79 0.000
H 3.46 -0.43 -2.75 0.000
H 3.37 -1.47 -1.32 0.000
H -4.20 -0.90 -4.21 0.000
H -4.81 -1.86 -6.71 0.000
H -3.26 -3.22 -8.53 0.000
H -1.56 -2.74 -8.41 0.000
H -2.09 -4.26 -7.71 0.000
O -2.18 -0.09 2.25 0.000
H -2.12 -0.87 1.69 0.000
H -2.53 0.60 1.67 0.000